Record 1
Here is a cluster of 34 separate species, C21H109BCl3N3O36 in total at a distorted geometry from the Open Molecules 2025 dataset. Energies are from ωB97M-V/def2-TZVPD.

The geometry in XYZ format:
```
173
Properties=species:S:1:pos:R:3
C -6.075 0.601 6.106
C -6.330 -0.391 4.788
C -6.740 0.450 3.433
C -6.688 -0.483 2.045
N -5.338 -1.143 2.042
C -4.362 -0.582 1.062
C -2.824 -0.929 1.638
Cl -2.662 0.257 3.105
O -1.929 -0.638 0.535
C -0.536 -0.991 0.714
C -0.145 -1.936 1.991
C -0.558 -3.533 1.711
C 0.755 -4.406 1.153
C -0.939 -4.224 3.183
N -0.092 -1.748 -0.512
C 0.507 -0.985 -1.463
C -0.259 0.015 -2.550
C 2.163 -1.092 -1.682
B 0.292 0.445 0.967
C -0.512 1.827 0.488
O 1.654 0.536 1.529
N -4.556 -0.911 -0.387
O -5.332 0.051 -0.917
C -4.550 1.099 -1.590
C -5.191 1.434 -3.074
C -6.858 1.548 -3.041
C -5.158 -2.263 -0.653
Cl -4.164 -3.700 0.039
C -5.136 -2.502 -2.309
C -6.524 -2.043 -3.051
Cl -3.580 -1.843 -3.109
H -6.766 0.309 7.029
H -4.959 0.513 6.517
H -6.236 1.750 5.834
H -5.320 -1.008 4.679
H -7.149 -1.169 5.137
H -7.789 0.949 3.598
H -5.959 1.342 3.350
H -7.591 -1.252 2.181
H -6.888 0.270 1.166
H -5.360 -2.176 2.115
H -4.426 0.607 1.152
H -2.905 -2.051 1.972
H -0.489 -1.549 3.037
H 1.048 -1.953 2.031
H -1.468 -3.623 0.944
H 0.817 -4.401 -0.035
H 0.755 -5.518 1.540
H 1.785 -3.939 1.518
H -1.669 -5.151 3.068
H -1.333 -3.429 3.966
H 0.099 -4.626 3.616
H 0.108 1.113 -2.265
H 0.236 -0.221 -3.591
H -1.426 -0.083 -2.531
H 2.627 -0.120 -2.137
H 2.591 -1.260 -0.581
H 2.465 -2.084 -2.271
H -1.198 2.275 1.327
H -1.177 1.643 -0.485
H 0.245 2.685 0.181
H 1.500 0.629 2.533
H -3.409 0.809 -1.617
H -4.643 2.085 -0.946
H -4.706 2.468 -3.409
H -4.962 0.555 -3.824
H -7.315 0.586 -3.549
H -7.288 1.606 -1.949
H -7.162 2.487 -3.687
H -6.312 -2.354 -0.361
H -5.072 -3.688 -2.429
H -7.097 -2.990 -3.456
H -7.200 -1.318 -2.424
H -6.191 -1.436 -4.023
O -1.492 4.600 -0.568
H -0.583 4.860 -0.782
H -1.741 5.193 0.156
O 1.740 4.275 0.992
H 2.281 3.520 0.718
H 1.630 4.150 1.947
O 4.395 2.728 1.654
H 5.230 2.243 1.574
H 3.728 2.032 1.750
O 3.678 -2.672 -3.994
H 2.992 -3.311 -4.240
H 3.840 -2.176 -4.810
O 5.097 -0.232 0.776
H 4.132 -0.154 0.811
H 5.302 -0.174 -0.169
O 6.693 -3.005 -3.331
H 5.728 -2.927 -3.296
H 6.899 -2.947 -4.276
O -7.457 3.220 2.544
H -7.456 2.867 1.642
H -6.699 3.824 2.560
O 3.952 2.231 4.681
H 2.987 2.310 4.717
H 4.157 2.289 3.736
O -3.373 -3.116 5.286
H -3.729 -3.697 4.597
H -3.440 -2.229 4.901
O 3.427 4.364 -1.397
H 4.336 4.624 -1.610
H 3.178 4.957 -0.673
O 8.901 -0.780 -4.754
H 9.613 -1.261 -5.203
H 8.601 -1.394 -4.067
O -4.925 3.149 1.495
H -4.070 2.698 1.424
H -5.497 2.663 0.881
O 9.327 -0.729 -1.064
H 8.641 -1.368 -1.311
H 9.489 -0.233 -1.881
O 3.993 7.062 -2.193
H 3.308 6.423 -2.439
H 4.156 7.558 -3.009
O -10.283 4.710 2.607
H -9.448 4.226 2.526
H -10.950 4.014 2.702
O 11.724 -0.221 -4.484
H 12.281 -0.086 -3.702
H 11.345 0.655 -4.654
O 8.810 1.963 0.393
H 9.106 1.104 0.056
H 9.009 1.924 1.341
O -9.318 6.371 5.050
H -9.673 5.790 4.361
H -9.384 7.258 4.665
O 7.238 -5.278 -4.844
H 7.779 -6.034 -5.118
H 7.128 -5.403 -3.889
O -4.931 4.193 -2.334
H -4.374 4.327 -1.553
H -5.310 5.068 -2.505
O -3.416 6.561 -1.374
H -2.832 5.872 -1.725
H -2.848 7.344 -1.321
O 5.245 -0.431 5.134
H 5.802 -0.297 5.916
H 4.866 0.444 4.964
O 6.199 7.089 -4.265
H 6.715 7.460 -3.534
H 6.737 6.346 -4.578
O 11.437 0.038 -7.859
H 11.733 -0.821 -8.196
H 11.636 -0.001 -6.912
O -9.455 -2.248 2.212
H -9.204 -2.948 1.591
H -9.972 -2.709 2.889
O -10.871 -1.793 -0.463
H -10.314 -1.659 0.319
H -11.250 -0.918 -0.633
O -12.394 0.039 0.806
H -13.034 0.322 0.135
H -12.945 -0.220 1.560
O 9.395 -6.332 -3.414
H 10.304 -6.072 -3.627
H 9.146 -5.739 -2.690
O 3.599 -2.327 2.301
H 4.115 -1.956 3.032
H 4.137 -3.070 1.989
O 9.470 -5.593 -0.568
H 10.011 -6.348 -0.842
H 9.359 -5.718 0.387
O 14.332 -0.082 -6.295
H 13.692 0.202 -6.966
H 13.781 -0.341 -5.541
O 9.362 -3.219 1.373
H 9.007 -3.800 0.684
H 9.296 -2.332 0.988
O 5.627 -3.501 5.301
H 5.270 -2.600 5.285
H 5.404 -3.857 4.428
```

Summary:
Highest occupied orbital energy, eV: -8.05
Orbital gap, eV: 7.698
Total energy, eV: -139957.60616



Record 2
Here is a structure of composition C21H10CaCl5F6N2O4S2 at a distorted geometry from the Open Molecules 2025 dataset. Energies are from ωB97M-V/def2-TZVPD.

The geometry in XYZ format:
```
51
Properties=species:S:1:pos:R:3
Ca -0.793 1.427 -1.311
F -3.971 2.798 0.749
C -4.321 3.247 -0.456
F -4.395 4.573 -0.418
F -5.517 2.757 -0.777
S -3.076 2.704 -1.714
O -1.843 3.316 -1.299
O -3.582 3.070 -2.995
N -3.110 1.155 -1.402
S -2.776 0.205 -2.616
O -1.395 0.338 -3.021
O -3.750 0.138 -3.649
C -2.940 -1.443 -1.774
F -2.255 -1.563 -0.654
F -4.235 -1.633 -1.511
F -2.529 -2.373 -2.636
Cl 2.028 0.685 -3.472
C 2.469 1.662 -2.107
C 1.431 2.312 -1.448
C 1.850 3.196 -0.462
Cl 0.613 4.045 0.414
C 3.183 3.427 -0.132
Cl 3.622 4.585 1.070
C 4.177 2.704 -0.786
Cl 5.837 2.941 -0.391
C 3.816 1.805 -1.788
Cl 5.028 0.899 -2.615
N -0.238 0.274 0.310
C 0.196 -0.775 0.849
C 1.182 -1.733 0.222
C 0.944 -2.327 -1.010
C 1.891 -3.163 -1.584
C 3.099 -3.394 -0.945
C 3.343 -2.813 0.291
C 2.382 -2.006 0.878
C -0.232 -1.155 2.249
C -0.300 -2.479 2.677
C -0.779 -2.786 3.944
C -1.179 -1.775 4.804
C -1.130 -0.452 4.379
C -0.669 -0.149 3.110
H 0.004 -2.142 -1.514
H 1.692 -3.623 -2.545
H 3.850 -4.022 -1.408
H 4.280 -2.997 0.804
H 2.557 -1.566 1.854
H 0.013 -3.272 2.007
H -0.842 -3.821 4.261
H -1.530 -2.014 5.800
H -1.460 0.344 5.036
H -0.640 0.867 2.735
```

Summary:
Highest occupied orbital energy, eV: -4.72
Orbital gap, eV: 7.238
Total energy, eV: -152137.71954
Net charge: -1